Record 1
ORCA calculation (ωB97M-V/def2-TZVPD) on a structure of composition C9H10NS.

```
! wB97M-V def2-TZVPD RIJCOSX def2/J DEFGRID3
* xyz 1 1
C -1.926 2.590 -0.064
C -0.785 2.793 0.773
C -2.125 1.352 -0.772
C 0.170 1.762 0.802
C -1.125 0.368 -0.634
C 0.063 0.654 -0.014
C 2.175 -0.394 0.277
C 0.238 -2.169 0.326
C 0.992 -2.944 -0.676
N 0.910 -0.356 0.144
S -0.757 -2.205 1.450
H -2.769 3.199 0.191
H -0.634 3.575 1.505
H -3.043 1.004 -1.321
H 1.086 1.931 1.342
H -1.373 -0.599 -1.194
H 2.525 -1.445 0.298
H 2.884 0.493 0.328
H 0.318 -3.330 -1.369
H 1.752 -2.398 -1.162
H 1.424 -3.880 -0.230
*
```

Energy relative to the best compared isomer or geometry (same formula, charge and spin) (kJ/mol): 332.6
Max |F| (eV/A): 4.982
Frontier orbital gap (eV): 8.27

=====

Record 2
ORCA calculation (ωB97M-V/def2-TZVPD) on the molecule C9H10O2.

```
! wB97M-V def2-TZVPD RIJCOSX def2/J DEFGRID3
* xyz 0 1
C 0.745 -1.362 -1.337
C 1.406 -0.486 -0.550
C 0.593 0.457 0.306
C 0.818 0.521 1.875
C 1.129 1.909 -0.337
O 0.414 2.767 -0.666
C -0.838 0.306 -0.014
C -1.513 0.704 -1.124
C -2.905 0.482 -0.798
C -2.940 -0.016 0.468
O -1.687 -0.192 0.957
H 1.426 -1.921 -2.022
H -0.325 -1.491 -1.573
H 2.498 -0.391 -0.605
H 1.818 0.867 2.239
H 0.625 -0.408 2.466
H 0.095 1.302 2.053
H 2.226 2.018 -0.093
H -1.125 1.247 -1.997
H -3.781 0.461 -1.322
H -3.739 -0.495 0.980
*
```

Energy relative to the best compared isomer or geometry (same formula, charge and spin) (kJ/mol): 305.8
Max |F| (eV/A): 4.803
Frontier orbital gap (eV): 9.31
SMILES: C=C[C@@](C)(C=O)c1ccco1

=====

Record 3
ORCA calculation (ωB97M-V/def2-TZVPD) on the molecule C9H10O7.

```
! wB97M-V def2-TZVPD RIJCOSX def2/J DEFGRID3
* xyz 0 1
C -0.578 2.223 1.814
C -1.387 1.133 2.510
O -1.424 1.304 3.716
C -1.760 -0.192 1.933
O -0.793 -1.232 2.130
C -0.382 -1.516 0.944
C -1.053 -0.799 0.022
O -1.999 -0.013 0.531
C -0.545 -1.147 -1.426
C 0.332 0.017 -2.061
O 0.638 -0.111 -3.458
C 1.802 -0.023 -1.386
O 2.457 1.296 -1.441
O 0.217 -2.308 -1.095
C 0.341 -2.476 0.263
O 1.112 -3.270 0.816
H -0.740 3.203 2.310
H 0.502 1.950 1.687
H -0.926 2.379 0.761
H -2.667 -0.590 2.387
H -1.420 -1.494 -1.960
H -0.165 1.004 -1.936
H 0.952 0.732 -3.801
H 1.699 -0.430 -0.337
H 2.438 -0.838 -1.845
H 3.349 1.199 -1.079
*
```

Energy relative to the best compared isomer or geometry (same formula, charge and spin) (kJ/mol): 0.0
Max |F| (eV/A): 5.660
Frontier orbital gap (eV): 8.99
SMILES: CC(=O)[C@@H]1OC2=C(O1)[C@@H]([C@H](O)CO)OC2=O

=====

Record 4
ORCA calculation (ωB97M-V/def2-TZVPD) on a structure of composition C9H11AlBrCl18I2.

```
! wB97M-V def2-TZVPD RIJCOSX def2/J DEFGRID3
* xyz -1 1
C -0.809 -0.412 -0.563
C -1.471 0.829 -1.113
I -0.102 2.456 -1.225
C -2.743 0.890 -1.449
I -3.623 2.652 -2.180
Al -4.078 -0.638 -1.270
Br -5.480 0.073 0.550
H 0.171 -0.184 -0.157
H -0.680 -1.152 -1.357
H -1.462 -0.864 0.178
H -4.975 -0.755 -2.588
H -3.331 -1.994 -0.870
C -0.974 -2.741 2.754
Cl 0.505 -1.764 2.805
Cl -2.380 -1.738 2.455
Cl -0.826 -4.011 1.540
H -1.087 -3.209 3.723
C -4.633 0.068 5.476
Cl -4.605 1.547 6.448
Cl -4.821 0.426 3.769
Cl -3.184 -0.898 5.777
H -5.485 -0.515 5.793
C -0.159 -7.725 -0.399
Cl -1.616 -8.129 -1.305
Cl 0.388 -6.095 -0.771
Cl -0.423 -7.926 1.335
H 0.619 -8.414 -0.695
C 2.240 -1.475 -3.358
Cl 0.624 -1.078 -3.918
Cl 2.240 -1.965 -1.666
Cl 2.969 -2.737 -4.367
H 2.852 -0.589 -3.450
C 3.502 4.183 0.876
Cl 2.418 4.939 -0.274
Cl 4.379 2.842 0.146
Cl 4.638 5.349 1.588
H 2.897 3.792 1.683
C 5.775 7.474 -2.773
Cl 4.324 8.129 -3.535
Cl 5.428 6.898 -1.147
Cl 6.476 6.190 -3.761
H 6.502 8.271 -2.705
*
```

Max |F| (eV/A): 0.433
Frontier orbital gap (eV): 7.35

=====

Record 5
ORCA calculation (ωB97M-V/def2-TZVPD) on a structure of composition C9H11AsF6KN2O3.

```
! wB97M-V def2-TZVPD RIJCOSX def2/J DEFGRID3
* xyz -1 1
K -23.063 12.306 1.013
As -16.068 11.086 2.355
F -14.375 10.832 2.132
F -15.883 10.682 4.037
F -17.747 11.403 2.640
F -16.301 11.562 0.709
F -16.358 9.449 1.966
F -15.708 12.753 2.719
O -19.278 11.933 -0.947
C -19.774 10.804 -0.223
O -20.818 10.913 0.474
O -19.025 9.825 -0.314
H -18.442 11.483 -1.193
N -17.658 11.415 -5.237
C -16.634 11.165 -6.110
C -15.638 12.071 -5.855
C -16.103 12.925 -4.805
C -17.331 12.470 -4.426
H -18.541 10.944 -5.195
H -16.699 10.359 -6.822
H -14.706 12.144 -6.388
H -15.553 13.784 -4.460
H -17.969 12.878 -3.662
N -19.170 14.180 1.188
C -20.251 14.951 1.523
C -19.933 15.653 2.663
C -18.585 15.359 2.972
C -18.152 14.443 2.038
H -19.166 13.557 0.384
H -21.104 15.078 0.873
H -20.606 16.309 3.194
H -17.961 15.676 3.790
H -17.199 13.952 1.925
*
```

Max |F| (eV/A): 1.769
Frontier orbital gap (eV): 5.81

=====

Record 6
ORCA calculation (ωB97M-V/def2-TZVPD) on the molecule C9H11BF9N2O5P.

```
! wB97M-V def2-TZVPD RIJCOSX def2/J DEFGRID3
* xyz 0 1
N 3.336 -3.053 0.299
P 3.455 -1.472 0.244
O 4.666 -0.841 1.286
O 3.930 -1.090 -1.365
C 1.836 -0.559 0.648
N 1.303 -1.268 1.875
C -0.119 -1.488 1.669
O -0.724 -2.264 2.430
C -0.699 -0.601 0.439
C -2.036 -1.084 -0.254
F -2.279 -2.459 0.030
F -1.992 -1.016 -1.678
C -3.361 -0.301 0.188
F -3.960 -0.971 1.264
F -4.279 -0.432 -0.900
C -3.182 1.264 0.413
F -2.766 1.443 1.762
F -2.273 1.867 -0.483
C -4.550 2.108 0.278
F -4.415 3.243 1.115
F -5.670 1.409 0.737
F -4.727 2.622 -1.011
C 0.663 -0.598 -0.448
C 0.750 0.370 -1.712
B 1.616 1.725 -1.480
O 0.862 2.937 -1.182
O 3.040 1.737 -1.604
H 4.011 -3.422 0.984
H 4.185 -0.152 1.808
H 4.747 -0.546 -1.326
H 2.090 0.469 1.106
H 1.865 -2.059 2.212
H -0.647 0.445 0.900
H 0.709 -1.707 -0.760
H -0.251 0.676 -2.150
H 1.291 -0.223 -2.538
H 0.161 2.961 -1.874
H 3.416 2.329 -0.922
*
```

Energy relative to the best compared isomer or geometry (same formula, charge and spin) (kJ/mol): 0.0
Max |F| (eV/A): 3.763
Frontier orbital gap (eV): 9.30
SMILES: N=P(O)(O)[C@@H]1NC(=O)[C@H](C(F)(F)C(F)(F)C(F)(F)C(F)(F)F)[C@H]1CB(O)O

=====

Record 7
ORCA calculation (ωB97M-V/def2-TZVPD) on the molecule C9H11BO2.

```
! wB97M-V def2-TZVPD RIJCOSX def2/J DEFGRID3
* xyz 0 1
C 1.379 -0.629 1.295
C 0.951 0.018 -0.055
C 1.392 -0.858 -1.275
B 1.409 1.592 -0.028
O 2.648 2.022 0.155
O 0.292 2.407 -0.002
C -0.848 1.618 -0.049
C -2.131 2.083 0.055
C -3.072 1.148 0.054
C -2.855 -0.213 -0.060
C -1.579 -0.712 -0.201
C -0.551 0.251 -0.060
H 0.684 -1.420 1.637
H 1.471 0.005 2.082
H 2.438 -0.976 1.139
H 0.474 -1.136 -1.785
H 1.924 -1.808 -0.887
H 2.064 -0.373 -1.888
H 2.731 2.871 0.640
H -2.297 3.121 0.164
H -4.102 1.574 0.156
H -3.665 -0.969 0.114
H -1.445 -1.856 -0.111
*
```

Energy relative to the best compared isomer or geometry (same formula, charge and spin) (kJ/mol): 0.0
Max |F| (eV/A): 4.404
Frontier orbital gap (eV): 9.09
SMILES: CC1(C)B(O)Oc2ccccc21

=====

Record 8
ORCA calculation (ωB97M-V/def2-TZVPD) on a structure of composition C9H11Cl2N7O6Rh.

```
! wB97M-V def2-TZVPD RIJCOSX def2/J DEFGRID3
* xyz 1 1
Rh 0.191 -0.605 0.064
N -0.437 -0.701 2.039
N -1.309 -1.799 2.202
C -1.490 -2.670 1.172
N -2.211 -3.750 1.405
N -0.934 -2.305 0.009
N -1.193 -3.024 -1.157
O -1.956 -3.968 -1.121
O -0.679 -2.578 -2.149
H 0.480 -0.940 2.432
H -0.820 0.123 2.494
H -1.554 -2.065 3.143
H -2.597 -3.932 2.316
H -2.391 -4.380 0.636
Cl -0.306 6.603 -0.921
C 0.084 4.958 -0.569
C 1.334 4.656 -0.006
C 1.678 3.364 0.291
Cl 3.227 3.017 0.959
C 0.791 2.282 0.053
O 1.205 1.085 0.353
C -0.469 2.611 -0.525
C -1.479 1.644 -0.800
O -1.452 0.421 -0.557
C -0.799 3.956 -0.830
H 2.040 5.452 0.192
H -2.407 2.017 -1.244
H -1.765 4.179 -1.265
N 1.404 -0.731 -1.568
N 2.114 -1.962 -1.501
C 2.207 -2.510 -0.198
O 2.742 -3.559 0.008
O 1.646 -1.746 0.737
H 1.076 -0.537 -2.510
H 2.077 0.000 -1.326
H 1.954 -2.607 -2.258
*
```

Energy relative to the best compared isomer or geometry (same formula, charge and spin) (kJ/mol): 0.0
Max |F| (eV/A): 0.673
Frontier orbital gap (eV): 7.67

=====

Record 9
ORCA calculation (ωB97M-V/def2-TZVPD) on the molecule C9H11F3N2.

```
! wB97M-V def2-TZVPD RIJCOSX def2/J DEFGRID3
* xyz 0 1
C -1.112 -1.918 0.802
C -1.111 -0.377 0.383
C -2.285 0.330 1.069
F -2.190 1.690 0.833
F -3.441 0.089 0.416
F -2.386 0.115 2.351
N -1.353 -0.229 -1.102
C -0.670 0.950 -1.598
C 0.822 0.728 -1.454
N 1.107 0.673 -0.018
C 2.170 1.190 0.703
C 1.970 0.885 2.044
C 0.704 0.241 2.134
C 0.205 0.161 0.873
H -2.164 -2.112 1.167
H -0.476 -1.960 1.607
H -0.720 -2.569 -0.064
H -2.355 -0.277 -1.227
H -1.085 1.784 -1.105
H -1.003 0.978 -2.548
H 1.216 -0.158 -1.853
H 1.564 1.395 -1.783
H 2.975 1.569 0.138
H 2.476 0.973 2.990
H 0.151 -0.158 2.943
*
```

Energy relative to the best compared isomer or geometry (same formula, charge and spin) (kJ/mol): 0.0
Max |F| (eV/A): 3.731
Frontier orbital gap (eV): 9.18
SMILES: C[C@]1(C(F)(F)F)NCCn2cccc21

=====

Record 10
ORCA calculation (ωB97M-V/def2-TZVPD) on the molecule C9H11FN2S.

```
! wB97M-V def2-TZVPD RIJCOSX def2/J DEFGRID3
* xyz 0 1
C 1.163 -0.168 2.968
N 0.765 0.014 1.648
C -0.305 0.712 1.241
N -0.796 0.495 0.131
C -0.139 -0.316 -0.794
C 0.159 0.336 -2.097
C 0.297 -0.400 -3.291
C 0.589 -1.811 -3.121
C 0.377 -2.518 -1.956
C -0.077 -1.749 -0.877
F -0.014 -2.586 0.381
S -0.959 1.808 2.443
C -1.957 2.825 1.208
H 0.310 -0.268 3.835
H 1.739 0.789 3.263
H 1.811 -1.064 3.133
H 1.186 -0.588 0.856
H 0.256 1.405 -1.911
H 0.439 0.207 -4.251
H 0.729 -2.531 -4.078
H 0.667 -3.541 -1.692
H -2.630 3.482 1.738
H -2.447 1.962 0.691
H -1.162 3.506 0.533
*
```

Energy relative to the best compared isomer or geometry (same formula, charge and spin) (kJ/mol): 155.9
Max |F| (eV/A): 4.540
Frontier orbital gap (eV): 9.22
SMILES: CN/C(=N\c1ccccc1F)SC

=====

Record 11
ORCA calculation (ωB97M-V/def2-TZVPD) on the ion C9H11IN3OS with charge +1.

```
! wB97M-V def2-TZVPD RIJCOSX def2/J DEFGRID3
* xyz 1 1
C 2.796 -1.492 -1.692
C 1.532 -0.940 -2.027
C 3.393 -0.603 -0.860
C 1.457 0.251 -1.376
C -1.526 0.259 -2.386
C -2.521 -1.006 -0.562
C 0.356 1.267 -1.222
C -0.075 1.080 0.247
C -3.448 -1.515 1.958
N -0.630 1.115 -2.227
N -1.911 -0.780 -1.573
N 0.872 1.887 1.084
O 2.588 0.464 -0.652
S -3.328 -2.178 0.264
I -2.127 1.647 0.675
H 3.189 -2.426 -2.032
H 0.798 -1.372 -2.675
H 4.344 -0.596 -0.365
H -2.111 0.304 -3.300
H 0.774 2.277 -1.396
H -4.093 -2.205 2.494
H -3.898 -0.528 1.928
H -2.463 -1.491 2.413
H 0.694 1.699 2.075
H 0.871 2.907 0.919
H 1.809 1.525 0.826
*
```

Energy relative to the best compared isomer or geometry (same formula, charge and spin) (kJ/mol): 154.4
Max |F| (eV/A): 3.174
Frontier orbital gap (spin up / spin down) (eV): 5.60 / 5.60

=====

Record 12
ORCA calculation (ωB97M-V/def2-TZVPD) on the ion C9H11INOS with charge +1.

```
! wB97M-V def2-TZVPD RIJCOSX def2/J DEFGRID3
* xyz 1 1
C 3.081 0.858 -0.635
C 2.683 0.150 -1.773
C 2.146 1.321 0.255
C 1.347 -0.142 -1.997
C 0.766 1.100 0.024
C 0.386 0.289 -1.095
C -0.261 1.669 0.776
C -1.528 -0.941 -0.330
C -2.463 -0.644 1.926
N -1.327 -0.612 1.030
O -0.914 -0.068 -1.258
S -0.894 -2.674 -0.653
I -0.055 2.554 2.620
H 4.129 1.051 -0.465
H 3.426 -0.201 -2.474
H 2.440 1.904 1.115
H 1.042 -0.716 -2.859
H -1.245 1.762 0.339
H -2.590 -0.912 -0.591
H -2.175 -0.177 2.871
H -3.287 -0.082 1.485
H -2.799 -1.668 2.129
H -0.493 -1.028 1.431
H -1.412 -2.795 -1.872
*
```

Energy relative to the best compared isomer or geometry (same formula, charge and spin) (kJ/mol): 16.8
Max |F| (eV/A): 1.714
Frontier orbital gap (eV): 7.10

=====

What did the eleventh record say?
ORCA calculation (ωB97M-V/def2-TZVPD) on the ion C9H11IN3OS with charge +1.

```
! wB97M-V def2-TZVPD RIJCOSX def2/J DEFGRID3
* xyz 1 1
C 2.796 -1.492 -1.692
C 1.532 -0.940 -2.027
C 3.393 -0.603 -0.860
C 1.457 0.251 -1.376
C -1.526 0.259 -2.386
C -2.521 -1.006 -0.562
C 0.356 1.267 -1.222
C -0.075 1.080 0.247
C -3.448 -1.515 1.958
N -0.630 1.115 -2.227
N -1.911 -0.780 -1.573
N 0.872 1.887 1.084
O 2.588 0.464 -0.652
S -3.328 -2.178 0.264
I -2.127 1.647 0.675
H 3.189 -2.426 -2.032
H 0.798 -1.372 -2.675
H 4.344 -0.596 -0.365
H -2.111 0.304 -3.300
H 0.774 2.277 -1.396
H -4.093 -2.205 2.494
H -3.898 -0.528 1.928
H -2.463 -1.491 2.413
H 0.694 1.699 2.075
H 0.871 2.907 0.919
H 1.809 1.525 0.826
*
```

Energy relative to the best compared isomer or geometry (same formula, charge and spin) (kJ/mol): 154.4
Max |F| (eV/A): 3.174
Frontier orbital gap (spin up / spin down) (eV): 5.60 / 5.60

=====

- Among the records above, which one has the highest max |F|?
  C9H10O7

=====

- Look up the max |F| of the third one.
  5.660 eV/A